Entry i
The ion C6H13N with charge -1. Source: the Open Molecules 2025 dataset; level of theory: ωB97M-V/def2-TZVPD.

Properties
Multiplicity   2
⟨S²⟩   0.756
HOMO (spin up / spin down)   0.43 / -1.09 eV
Charge   -1

Each atom is followed by the atoms it is bonded to, with distances in Å.
Geometry (Å):
1 C 0.1267 -0.0402 -0.6034  C2 1.342, H7 1.175, N18 1.470
2 C -1.1871 0.1309 -0.8186  C1 1.342, H6 1.047, C17 1.492
3 C -3.0980 -1.5084 -1.0513  H4 1.065, H5 1.088, C17 1.508, H20 1.061
4 H -3.7548 -2.1244 -0.4830  C3 1.065
5 H -3.8626 -0.9332 -1.5697  C3 1.088
6 H -1.5733 0.7611 -1.5598  C2 1.047
7 H 0.7341 -0.4297 -1.5301  C1 1.175
8 H -2.9630 0.0612 0.3715  C17 1.125
9 H 0.4991 -0.0407 1.5199  N18 1.042
10 C 2.3604 0.3529 0.5648  C12 1.507, H13 1.207, H15 1.026, N18 1.466
11 H 2.8652 2.5044 0.8736  C12 1.102
12 C 3.0058 1.4981 1.3013  C10 1.507, H11 1.102, H16 1.133, H19 1.097
13 H 2.6177 0.4881 -0.6065  C10 1.207
14 H -2.0046 -1.3455 0.6395  C17 1.071
15 H 2.9016 -0.4651 0.8660  C10 1.026
16 H 4.0980 1.3469 1.0424  C12 1.133
17 C -2.2583 -0.6530 -0.1367  C2 1.492, C3 1.508, H8 1.125, H14 1.071
18 N 0.8974 0.2703 0.6089  C1 1.470, H9 1.042, C10 1.466
19 H 3.0142 1.7024 2.3793  C12 1.097
20 H -2.5503 -2.0992 -1.7416  C3 1.061

Entry ii
The ion C6H13N with charge -1. Source: the Open Molecules 2025 dataset; level of theory: ωB97M-V/def2-TZVPD.

Properties
Multiplicity   2
⟨S²⟩   0.750
HOMO (spin up / spin down)   1.49 / -3.81 eV
Charge   -1

Each atom is followed by the atoms it is bonded to, with distances in Å.
Geometry (Å):
1 C 0.0678 -1.1546 -1.5582  C5 1.505, H7 1.090, C13 1.541, H20 1.094
2 H -0.4633 -2.5557 0.0197  C5 1.088
3 H 1.9181 0.0592 -1.1870  C13 1.089
4 N -1.3885 2.5551 1.6901  H8 1.004, C9 1.379, H19 1.007
5 C 0.2570 -1.7703 -0.1984  C1 1.505, H2 1.088, C12 1.531, H18 1.105
6 H 0.6605 0.9103 -2.0679  C13 1.092
7 H 0.0694 -1.8712 -2.3800  C1 1.090
8 H -2.3350 2.4614 1.3696  N4 1.004
9 C -0.5332 1.4744 1.6511  N4 1.379, C14 1.333, H16 1.078
10 H 0.0092 -1.2742 1.9164  C12 1.083
11 H 1.2911 -0.4217 1.1368  C12 1.091
12 C 0.2789 -0.7971 0.9828  C5 1.531, H10 1.083, H11 1.091, C14 1.529
13 C 1.1086 -0.0721 -1.9038  C1 1.541, H3 1.089, H6 1.092, H15 1.100
14 C -0.6185 0.4315 0.8258  C9 1.333, C12 1.529, H17 1.079
15 H 1.5919 -0.2596 -2.8745  C13 1.100
16 H 0.2578 1.5017 2.3836  C9 1.078
17 H -1.3783 0.3819 0.0608  C14 1.079
18 H 1.1875 -2.3653 -0.1883  C5 1.105
19 H -1.0608 3.4623 1.9809  N4 1.007
20 H -0.9203 -0.6960 -1.6597  C1 1.094

Which structure wins on stability? entry ii wins.

Entry i
A cluster of 2 separate species, C8H16O4Si in total. Source: the Open Molecules 2025 dataset; level of theory: ωB97M-V/def2-TZVPD.

Properties
HOMO (spin up / spin down)   -9.55 / -6.42 eV

Each atom is followed by the atoms it is bonded to, with distances in Å.
Geometry (Å):
1 H 1.9090 2.3584 0.7732  C2 1.192
2 C 1.3509 1.4005 1.2103  H1 1.192, Si5 1.940, C20 1.510, H22 1.091
3 O -1.2327 0.3696 -2.2463  C9 1.207
4 H -3.6191 -2.3628 1.6713  C24 1.067
5 Si 0.7350 0.3355 -0.2895  C2 1.940, C9 1.905, C10 1.973
6 O -1.9617 0.4124 1.8190  C11 1.232
7 H 3.2432 0.4555 1.4875  C20 1.124
8 H -1.8151 4.0900 -1.3097  C16 1.175
9 C -0.5944 1.0304 -1.4642  O3 1.207, Si5 1.905, O29 1.386
10 C 1.4199 -1.4916 -0.5799  Si5 1.973, H14 1.040, H19 1.075, C27 1.550
11 C -3.0654 0.4799 2.3621  O6 1.232, O18 1.319
12 H 0.8898 -3.3221 -1.8583  C27 1.132
13 H -3.0822 -1.2661 0.4803  C24 1.112
14 H 1.2542 -1.9672 0.3300  C10 1.040
15 H 2.7503 1.4437 2.8132  C20 1.095
16 C -1.7708 3.0381 -1.8305  H8 1.175, H21 1.160, H26 1.078, O29 1.406
17 H -4.7066 -1.3992 0.5751  C24 1.041
18 O -4.0609 -0.3578 2.1441  C11 1.319, C24 1.426
19 H 2.4439 -1.2816 -0.8308  C10 1.075
20 C 2.3437 0.7073 2.1128  C2 1.510, H7 1.124, H15 1.095, H25 1.139
21 H -1.7618 3.3317 -2.9526  C16 1.160
22 H 0.4508 1.7906 1.6869  C2 1.091
23 H 0.4613 -1.6117 -2.6379  C27 1.202
24 C -3.8921 -1.4335 1.2233  H4 1.067, H13 1.112, H17 1.041, O18 1.426
25 H 1.7627 -0.1705 2.5492  C20 1.139
26 H -2.7144 2.5363 -1.6882  C16 1.078
27 C 0.5772 -2.2580 -1.6307  C10 1.550, H12 1.132, H23 1.202, H28 1.054
28 H -0.4258 -2.0937 -1.3525  C27 1.054
29 O -0.5747 2.4160 -1.4312  C9 1.386, C16 1.406

Entry ii
An isolated molecule of C8H16O4Si. Source: the Open Molecules 2025 dataset; level of theory: ωB97M-V/def2-TZVPD.

Properties
HOMO   -10.05 eV
Structure (SMILES)   CCOC(=O)CC(=O)O[Si](C)(C)C

Each atom is followed by the atoms it is bonded to, with distances in Å.
Geometry (Å):
1 O 1.5849 -1.0400 0.8045  C18 1.357, Si23 1.691
2 H 1.6362 -4.2638 0.9410  C21 1.056
3 O -0.1359 3.1930 0.6849  C5 1.394, C27 1.398
4 O 1.7898 0.6270 -0.7944  C18 1.205
5 C -1.4805 3.4769 0.4498  O3 1.394, H6 1.097, H12 1.100, C20 1.513
6 H -2.1336 2.8705 1.0899  C5 1.097
7 H -1.7632 -2.7292 0.0030  C15 1.105
8 H -0.3833 -1.4901 -2.2279  C19 1.106
9 H 0.6914 -4.5171 -0.5573  C21 1.088
10 H -1.1745 2.2482 -1.3842  C20 1.066
11 H -1.5847 -1.1093 0.5071  C15 1.097
12 H -1.5853 4.4980 0.8455  C5 1.100
13 H 1.1479 -0.6563 -1.7741  C19 1.067
14 H -1.6232 3.8906 -1.6635  C20 1.082
15 C -1.0806 -2.0808 0.5808  H7 1.105, H11 1.097, Si23 1.897, H26 1.069
16 H -2.7731 2.7999 -1.1275  C20 1.077
17 O -0.9894 1.1493 1.3964  C27 1.237
18 C 1.6752 0.2306 0.3373  O1 1.357, O4 1.205, C29 1.576
19 C 0.6494 -1.5968 -1.8473  H8 1.106, H13 1.067, Si23 1.819, H28 1.095
20 C -1.7379 3.0584 -0.9812  C5 1.513, H10 1.066, H14 1.082, H16 1.077
21 C 1.4450 -3.9259 -0.0410  H2 1.056, H9 1.088, Si23 1.943, H24 1.050
22 H 2.0459 2.1562 1.5122  C29 1.083
23 Si 0.6844 -2.1397 -0.1117  O1 1.691, C15 1.897, C19 1.819, C21 1.943
24 H 2.3673 -3.9919 -0.5390  C21 1.050
25 H 1.3645 0.8003 2.3444  C29 1.087
26 H -1.0278 -2.3923 1.6025  C15 1.069
27 C -0.0221 1.8750 1.1360  O3 1.398, O17 1.237, C29 1.486
28 H 1.0736 -2.2830 -2.5884  C19 1.095
29 C 1.3395 1.3422 1.4025  C18 1.576, H22 1.083, H25 1.087, C27 1.486

Which structure wins on stability? entry ii wins.

Entry i
A cluster of 6 separate species, H11O6 in total. Source: the Open Molecules 2025 dataset; level of theory: ωB97M-V/def2-TZVPD.

Properties
HOMO   -5.05 eV
Charge   -1

Each atom is followed by the atoms it is bonded to, with distances in Å.
Geometry (Å):
1 O -2.3348 -2.2427 -0.5560  H5 1.033, H14 0.947
2 H -1.7113 0.0605 1.4452  O13 0.995
3 H -0.2698 0.4524 1.0539  O13 0.981
4 H -0.3195 -0.5660 -1.0108  O17 0.935
5 H -1.4057 -1.7913 -0.5749  O1 1.033
6 O 0.8430 5.3816 1.3559  H7 0.908, H16 0.987
7 H 0.6858 5.0875 2.2001  O6 0.908
8 H 1.7153 0.6562 -1.8693  O11 0.977
9 H 0.2651 -2.4685 0.3420  O12 1.039
10 H 0.8349 -3.9268 0.3853  O12 0.954
11 O 2.2458 0.4550 -2.6646  H8 0.977, H15 0.966
12 O 0.2516 -3.3568 0.8809  H9 1.039, H10 0.954
13 O -1.1189 0.8528 1.3390  H2 0.995, H3 0.981
14 H -2.5471 -2.8940 0.0981  O1 0.947
15 H 2.1177 -0.5000 -2.5932  O11 0.966
16 H 0.0099 5.8075 1.0407  O6 0.987
17 O 0.1915 -1.0795 -0.4198  H4 0.935

Entry ii
A cluster of 6 separate species, H11O6 in total. Source: the Open Molecules 2025 dataset; level of theory: ωB97M-V/def2-TZVPD.

Properties
HOMO   -5.45 eV
Charge   -1

Each atom is followed by the atoms it is bonded to, with distances in Å.
Geometry (Å):
1 H -1.5179 0.0343 -1.0367  O4 0.957
2 O -0.9263 -0.5488 1.4390  H5 1.059, H10 0.971
3 H 0.9345 -1.1211 -1.2184  O15 0.991
4 O -0.5794 -0.1502 -1.0729  H1 0.957
5 H -0.7894 -0.3064 0.4176  O2 1.059
6 H 1.0495 3.5409 1.5616  O16 0.954
7 O 1.1089 1.9677 -1.3963  H14 0.951, H17 0.985
8 H 1.0647 -2.0827 -2.4277  O15 0.955
9 H -1.5721 -3.4375 0.9197  O12 0.954
10 H -0.1132 -0.1621 1.8023  O2 0.971
11 H -1.3575 -2.2231 1.7778  O12 0.981
12 O -1.6343 -3.1625 1.8314  H9 0.954, H11 0.981
13 H 0.1325 2.8156 0.7482  O16 0.976
14 H 1.9972 1.6622 -1.5466  O7 0.951
15 O 1.5875 -1.5725 -1.8121  H3 0.991, H8 0.955
16 O 0.1126 3.5547 1.3852  H6 0.954, H13 0.976
17 H 0.5025 1.1916 -1.3722  O7 0.985

Which structure wins on stability? entry ii wins.

Entry i
A cluster of 2 separate species, C5H17N2 in total. Source: the Open Molecules 2025 dataset; level of theory: ωB97M-V/def2-TZVPD.

Properties
Multiplicity   2
⟨S²⟩   0.754
HOMO (spin up / spin down)   -19.95 / -19.93 eV
Charge   +2

Each atom is followed by the atoms it is bonded to, with distances in Å.
Geometry (Å):
1 H 2.5017 0.9833 2.5011  N6 1.037
2 H 0.1503 -1.9982 -2.7732  C22 1.117
3 H 0.8571 -0.0399 -0.3698  N17 1.039
4 H 1.7302 1.0198 -1.2796  N17 1.018
5 H 0.2985 0.5057 -3.2664  C10 1.092
6 N 1.7361 0.2836 2.4789  H1 1.037, H11 1.019, C21 1.471
7 H -2.3365 0.7103 2.0642  C9 1.083
8 H 0.0099 1.5343 2.6560  C21 1.109
9 C -1.8919 0.2746 1.1785  H7 1.083, H12 1.121, C14 1.562, H19 1.107
10 C -0.0686 0.1456 -2.3034  H5 1.092, N17 1.573, C22 1.548, H23 1.109
11 H 1.9697 -0.5206 1.8990  N6 1.019
12 H -2.5185 -0.5248 0.7051  C9 1.121
13 H -0.9080 -1.6348 -1.3136  C22 1.114
14 C -0.4857 -0.2841 1.5675  C9 1.562, H16 1.103, C21 1.578, H24 1.103
15 H 1.8014 -0.5496 -1.6053  N17 0.993
16 H -0.6976 -0.9142 2.4474  C14 1.103
17 N 1.1721 0.1702 -1.3375  H3 1.039, H4 1.018, C10 1.573, H15 0.993
18 H 0.6738 1.5202 0.9996  C21 1.126
19 H -1.6516 1.0540 0.4297  C9 1.107
20 H -1.4264 -1.3299 -3.1091  C22 1.127
21 C 0.5176 0.8838 1.9151  N6 1.471, H8 1.109, C14 1.578, H18 1.126
22 C -0.6085 -1.3054 -2.3346  H2 1.117, C10 1.548, H13 1.114, H20 1.127
23 H -0.7240 0.9512 -1.9137  C10 1.109
24 H -0.1014 -0.9351 0.7643  C14 1.103

Entry ii
A cluster of 2 separate species, C5H17N2 in total. Source: the Open Molecules 2025 dataset; level of theory: ωB97M-V/def2-TZVPD.

Properties
Multiplicity   2
⟨S²⟩   0.755
HOMO (spin up / spin down)   -19.86 / -19.74 eV
Charge   +2

Each atom is followed by the atoms it is bonded to, with distances in Å.
Geometry (Å):
1 H 2.5401 0.8386 0.0331  C23 1.075
2 N 0.0919 1.0557 -1.2550  H7 1.006, H8 1.035, C10 1.482
3 H -2.9942 -1.4110 0.0411  C11 1.109
4 H -0.3611 -1.3019 -0.0691  C9 1.139
5 N 0.2025 0.9215 1.3823  C13 1.508, H14 1.173, H15 1.013, H16 1.028
6 H 1.5556 0.0436 2.8616  C13 1.141
7 H 0.0547 1.9846 -1.6392  N2 1.006
8 H 0.8764 0.5873 -1.7418  N2 1.035
9 C -1.0495 -1.1252 -0.9591  H4 1.139, C10 1.548, C11 1.520, H19 1.116
10 C -1.2024 0.3490 -1.4068  N2 1.482, C9 1.548, H17 1.071, H20 1.104
11 C -2.3697 -1.8517 -0.7621  H3 1.109, C9 1.520, H12 1.154, H24 1.103
12 H -2.1358 -2.9152 -0.3797  C11 1.154
13 C 1.4584 0.1631 1.7309  N5 1.508, H6 1.141, H22 1.125, C23 1.528
14 H 0.1878 1.0879 0.2211  N5 1.173
15 H 0.1810 1.7883 1.9065  N5 1.013
16 H -0.6139 0.3641 1.6654  N5 1.028
17 H -1.9879 0.8609 -0.8899  C10 1.071
18 H 3.6042 0.1844 1.3114  C23 1.162
19 H -0.5278 -1.7464 -1.7261  C9 1.116
20 H -1.4435 0.2873 -2.4822  C10 1.104
21 H 2.8435 1.8316 1.4611  C23 1.064
22 H 1.3304 -0.8734 1.3117  C13 1.125
23 C 2.6717 0.8451 1.1000  H1 1.075, C13 1.528, H18 1.162, H21 1.064
24 H -2.9123 -1.9683 -1.7151  C11 1.103

Which structure wins on stability? entry i wins.